An isolated molecule of C2H4N2S2 at a distorted geometry. Source: OMol25; level of theory: ωB97M-V/def2-TZVPD.

Structure (XYZ):
```
10
Properties=species:S:1:pos:R:3:nbo_charge:R:1
H 1.26634 1.28841 1.21219 0.34
N 0.23628 1.20245 1.24849 -0.67
C -0.30334 0.35255 0.41288 0.33
N -1.64021 0.02218 0.57177 -0.81
C 0.43898 -0.39561 -0.63276 -0.32
S -0.37962 -1.04829 -1.93220 0.01
S 2.17501 -0.37378 -0.48307 0.13
H -2.09716 0.61492 1.28962 0.42
H -2.06432 -0.32965 -0.29193 0.41
H 2.36805 -1.33318 -1.39498 0.16
```

Output
* largest force on an atom: 2.7 eV Å⁻¹
* lowest unoccupied orbital energy: -1.26 eV
* total charge: 0
* spin multiplicity: 1
* energy above the lowest of the compared OMol25 structures with the same formula, charge and spin: 26.4 kcal per mole
* molar mass: 120.202 g/mol
* SMILES string: [H]/N=C(/N)C(=S)S
* Kohn-Sham gap: 0.293 hartree